(1)
Below is C37H90N6O14Sr2 as an isolated structure at a distorted geometry, with properties calculated with wB97M-V/def2-TZVPD.

The value obtained for the electronic energy is -79096.300 eV. The calculation puts the LUMO energy at -0.2033 hartree. The calculation puts the strongest force on any atom at 2.61 eV/A.

```
! wB97M-V def2-TZVPD RIJCOSX def2/J DEFGRID3
* xyz 2 1
Sr 3.714 -1.976 2.290
Sr -3.386 1.999 -1.383
C 0.912 0.005 -1.007
C -0.432 0.451 -0.933
C -1.291 0.122 0.346
O -2.457 0.575 0.409
C -0.715 -0.725 1.302
C 0.608 -1.156 1.213
C 1.414 -0.832 -0.029
O 2.616 -1.284 -0.171
O 1.024 -1.821 2.212
O -0.965 1.153 -1.811
H 1.520 0.280 -1.854
H -1.288 -0.955 2.191
C 0.688 -0.343 5.649
O 1.192 -1.610 6.028
H 0.398 -0.309 4.592
H -0.210 -0.187 6.247
H 1.369 0.492 5.851
H 1.956 -1.807 5.480
C -1.947 -3.165 6.152
C -1.452 -3.374 4.735
O -2.521 -3.918 3.960
H -2.355 -4.092 6.554
H -2.696 -2.374 6.168
H -1.130 -2.929 6.837
H -0.600 -4.065 4.763
H -1.141 -2.469 4.200
H -2.166 -4.042 3.058
C 2.157 -1.781 -4.125
C 3.594 -1.947 -3.700
O 3.739 -2.821 -2.595
H 1.539 -1.734 -3.226
H 1.805 -2.610 -4.740
H 2.024 -0.851 -4.680
H 4.020 -0.978 -3.394
H 4.244 -2.255 -4.520
H 3.348 -2.388 -1.824
C -4.689 -0.464 4.782
C -3.507 -0.409 3.811
O -3.803 0.550 2.799
H -5.518 -0.889 4.215
H -4.955 0.541 5.101
H -4.413 -1.123 5.603
H -3.335 -1.417 3.420
H -2.640 -0.108 4.415
H -3.161 0.383 2.085
C -2.949 2.751 -6.091
C -2.333 1.824 -5.056
C -1.009 1.222 -5.496
O -1.330 0.274 -6.518
C -0.222 -0.333 -7.124
N -2.205 2.487 -3.737
H -2.205 3.446 -6.488
H -3.764 3.329 -5.653
H -3.334 2.145 -6.910
H -3.034 0.994 -4.914
H -0.469 0.665 -4.721
H -0.354 1.971 -5.958
H 0.351 -0.936 -6.412
H 0.494 0.355 -7.590
H -0.612 -0.986 -7.902
H -1.865 3.450 -3.771
H -1.418 2.023 -3.286
C -5.004 4.043 2.667
C -4.276 3.883 1.333
C -2.786 3.943 1.529
O -2.084 3.611 0.336
C -0.677 3.698 0.429
N -4.654 2.513 0.836
H -4.654 3.264 3.344
H -6.088 3.999 2.556
H -4.846 5.026 3.121
H -4.604 4.649 0.623
H -2.485 3.235 2.312
H -2.523 4.938 1.901
H -0.281 3.632 -0.587
H -0.246 2.938 1.079
H -0.371 4.705 0.731
H -5.636 2.495 1.087
H -4.171 1.864 1.450
C 2.957 2.735 4.041
C 2.681 1.696 2.964
C 2.996 2.213 1.568
O 2.346 3.446 1.331
C 2.954 4.207 0.313
N 3.458 0.460 3.218
H 2.451 3.671 3.812
H 4.030 2.927 4.148
H 2.641 2.410 5.035
H 1.632 1.399 3.062
H 2.560 1.484 0.871
H 4.065 2.252 1.331
H 2.378 5.126 0.227
H 2.955 3.741 -0.682
H 4.008 4.408 0.524
H 4.413 0.834 3.198
H 3.273 0.192 4.185
C 3.555 -5.631 -0.654
C 3.531 -4.610 0.468
C 3.223 -5.269 1.822
O 2.998 -4.229 2.775
C 2.537 -4.692 4.039
N 4.737 -3.767 0.635
H 2.555 -6.027 -0.807
H 4.286 -6.427 -0.490
H 3.930 -5.149 -1.560
H 2.687 -3.943 0.258
H 3.976 -5.994 2.146
H 2.288 -5.825 1.700
H 2.039 -3.875 4.563
H 3.351 -5.117 4.630
H 1.770 -5.465 3.946
H 5.009 -3.437 -0.291
H 5.495 -4.336 1.005
C 0.664 6.317 -4.827
C 0.086 4.980 -4.400
C 1.033 4.122 -3.549
O 1.972 3.625 -4.473
C 2.754 2.543 -3.991
N -1.182 5.219 -3.664
H 1.034 6.822 -3.928
H -0.028 7.008 -5.313
H 1.490 6.266 -5.540
H -0.146 4.379 -5.281
H 0.553 3.287 -3.026
H 1.503 4.771 -2.793
H 3.487 3.020 -3.333
H 3.323 2.011 -4.753
H 2.126 1.779 -3.522
H -1.870 5.509 -4.354
H -1.027 6.028 -3.069
C -3.336 -3.298 0.720
C -2.198 -4.260 0.356
C -1.602 -3.841 -0.995
O -0.536 -4.745 -1.271
C 0.335 -4.218 -2.245
N -1.161 -4.175 1.399
H -4.102 -3.285 -0.058
H -2.954 -2.280 0.821
H -3.819 -3.605 1.646
H -2.562 -5.283 0.254
H -1.197 -2.826 -0.892
H -2.384 -3.850 -1.759
H 0.971 -5.003 -2.643
H 0.960 -3.415 -1.824
H -0.184 -3.694 -3.055
H -0.888 -3.199 1.499
H -0.342 -4.575 0.939
*
```


(2)
Below is a 10-piece molecular cluster, C37H90N9O10P2 overall, with properties calculated with wB97M-V/def2-TZVPD.

The value obtained for the electronic energy is -92293.190 eV. The calculation puts the LUMO energy at 0.0556 hartree. The calculation puts the strongest force on any atom at 0.76 eV/A.

```
! wB97M-V def2-TZVPD RIJCOSX def2/J DEFGRID3
* xyz -1 1
C -1.144 -0.629 0.359
O -0.763 -0.102 1.604
C 0.491 -0.612 2.054
C 0.334 -1.949 2.734
C 1.602 -2.514 3.356
C 2.011 -1.838 4.670
C 3.479 -1.463 4.805
C 4.016 -0.353 3.892
C 5.211 -0.735 3.007
P 4.828 -0.437 1.146
P 5.821 -2.427 0.482
C 4.423 -3.650 0.552
C 5.962 -2.187 -1.356
H -2.150 -1.034 0.432
H -0.496 -1.445 0.044
H -1.129 0.151 -0.399
H 0.914 0.134 2.718
H 1.151 -0.703 1.194
H -0.456 -1.860 3.480
H -0.013 -2.669 1.992
H 1.396 -3.563 3.544
H 2.435 -2.465 2.657
H 1.816 -2.529 5.490
H 1.372 -0.977 4.865
H 4.083 -2.360 4.674
H 3.597 -1.156 5.842
H 3.215 0.086 3.288
H 4.365 0.447 4.541
H 5.470 -1.776 3.195
H 6.053 -0.092 3.262
H 6.136 0.208 0.913
H 4.428 -0.195 -0.271
H 3.549 -1.147 1.364
H 4.182 0.831 1.506
H 4.543 -4.367 -0.255
H 3.459 -3.144 0.439
H 4.432 -4.155 1.512
H 5.269 -2.839 -1.882
H 5.707 -1.159 -1.623
H 6.966 -2.432 -1.684
C 5.186 5.439 1.216
C 4.868 3.983 1.496
O 5.394 3.077 0.875
N 3.990 3.706 2.492
C 3.361 4.643 3.397
H 5.905 5.476 0.402
H 4.290 5.986 0.922
H 5.615 5.921 2.097
H 3.811 2.714 2.603
H 3.675 4.417 4.418
H 2.271 4.613 3.347
H 3.689 5.650 3.158
C -1.741 3.708 4.039
C -3.023 4.237 4.634
O -3.043 4.846 5.694
N -4.169 4.011 3.945
C -4.364 3.307 2.685
H -0.925 3.968 4.705
H -1.778 2.625 3.923
H -1.554 4.150 3.059
H -4.984 4.392 4.398
H -4.804 3.977 1.945
H -5.038 2.465 2.818
H -3.418 2.939 2.301
C -7.255 -0.622 0.361
C -7.160 0.161 1.648
O -6.691 1.287 1.701
N -7.620 -0.439 2.782
C -8.201 -1.758 2.920
H -6.863 -0.016 -0.446
H -6.676 -1.545 0.424
H -8.289 -0.872 0.127
H -7.527 0.130 3.608
H -9.218 -1.694 3.312
H -7.608 -2.372 3.601
H -8.236 -2.252 1.956
C -0.997 3.243 -1.570
C -1.567 2.732 -2.872
O -2.578 2.053 -2.922
N -0.893 3.056 -4.011
C 0.322 3.835 -4.145
H -1.628 2.901 -0.756
H 0.012 2.858 -1.418
H -0.967 4.333 -1.560
H -1.318 2.687 -4.846
H 0.148 4.718 -4.763
H 1.112 3.240 -4.607
H 0.671 4.161 -3.171
C -6.054 -1.211 -3.916
C -7.515 -1.406 -3.618
O -8.033 -1.117 -2.549
N -8.274 -1.946 -4.614
C -7.846 -2.379 -5.931
H -5.569 -0.776 -3.048
H -5.574 -2.161 -4.151
H -5.915 -0.539 -4.763
H -9.246 -2.045 -4.370
H -8.384 -1.820 -6.699
H -8.054 -3.444 -6.061
H -6.782 -2.223 -6.063
C 7.107 2.481 -1.645
C 8.046 3.462 -2.291
O 7.680 4.357 -3.039
N 9.373 3.323 -1.997
C 9.991 2.338 -1.133
H 6.090 2.702 -1.950
H 7.352 1.460 -1.943
H 7.151 2.553 -0.560
H 9.962 4.001 -2.451
H 10.518 2.823 -0.308
H 10.708 1.730 -1.688
H 9.236 1.680 -0.714
C 7.660 4.402 6.045
C 6.756 3.665 5.082
O 5.655 3.255 5.403
N 7.208 3.463 3.816
C 8.471 3.862 3.234
H 7.148 4.474 6.999
H 8.600 3.866 6.185
H 7.881 5.407 5.682
H 6.556 2.956 3.231
H 8.309 4.522 2.379
H 9.028 2.989 2.890
H 9.076 4.390 3.965
C -3.159 -4.925 -3.447
C -2.791 -3.583 -4.038
O -3.528 -3.004 -4.823
N -1.611 -3.039 -3.661
C -0.624 -3.580 -2.746
H -4.124 -5.219 -3.848
H -2.421 -5.683 -3.711
H -3.226 -4.866 -2.360
H -1.426 -2.142 -4.082
H -0.472 -2.903 -1.905
H 0.330 -3.708 -3.259
H -0.942 -4.542 -2.358
C -9.561 -7.532 -7.502
C -8.594 -7.321 -6.358
O -7.439 -7.699 -6.413
N -9.070 -6.686 -5.252
C -10.405 -6.174 -5.010
H -9.032 -8.046 -8.298
H -10.410 -8.140 -7.188
H -9.933 -6.579 -7.880
H -8.381 -6.572 -4.525
H -10.365 -5.100 -4.816
H -10.831 -6.664 -4.132
H -11.053 -6.354 -5.860
*
```


(3)
Below is C37H92N5O13Zn as an isolated structure at a distorted geometry, with properties calculated with wB97M-V/def2-TZVPD.

The value obtained for the electronic energy is -122339.233 eV. The calculation puts the LUMO energy at 0.0834 hartree. The calculation puts the strongest force on any atom at 2.57 eV/A.

```
! wB97M-V def2-TZVPD RIJCOSX def2/J DEFGRID3
* xyz -1 1
Zn -0.918 -0.138 0.205
C -0.285 0.198 -3.192
C 0.451 -0.942 -2.528
O -0.228 -1.218 -1.332
H -1.292 -0.139 -3.439
H 0.079 0.522 -4.167
H -0.474 1.071 -2.566
H 1.484 -0.619 -2.398
H 0.528 -1.774 -3.229
C -1.272 3.715 0.746
C -2.296 2.539 0.693
O -2.025 1.566 -0.288
H -0.857 3.929 -0.239
H -0.460 3.389 1.396
H -1.811 4.553 1.186
H -3.272 3.014 0.595
H -2.238 2.099 1.688
C 1.181 -0.543 4.063
C 1.433 0.032 2.659
C 2.762 -0.358 1.979
O 0.377 -0.172 1.808
H 1.155 -1.631 4.125
H 0.226 -0.256 4.504
H 1.911 -0.198 4.796
H 1.526 1.084 2.930
H 2.695 -1.314 1.462
H 3.543 -0.304 2.738
H 3.123 0.394 1.277
C -4.242 0.528 4.262
O -3.858 -0.452 3.301
C -2.571 -0.972 3.546
C -2.229 -1.958 2.393
N -2.457 -1.251 1.091
C -2.781 -2.323 0.128
C -3.473 -1.729 -1.125
O -4.827 -1.259 -0.944
C -4.988 0.117 -0.469
H -4.051 0.320 5.315
H -5.332 0.498 4.268
H -3.965 1.535 3.948
H -2.438 -1.540 4.467
H -1.837 -0.167 3.525
H -2.913 -2.778 2.610
H -1.192 -2.295 2.385
H -3.319 -0.760 1.278
H -3.411 -3.094 0.573
H -1.877 -2.819 -0.224
H -3.415 -2.421 -1.965
H -2.958 -0.891 -1.595
H -4.303 0.809 -0.959
H -4.801 0.170 0.604
H -5.988 0.506 -0.657
C -3.305 2.696 -3.314
O -3.457 3.264 -4.552
C -2.824 2.510 -5.583
C -3.632 1.246 -5.940
N -3.146 0.552 -7.175
C -1.798 -0.023 -7.166
C -1.597 -0.975 -8.384
O -2.752 -1.856 -8.544
C -2.560 -2.910 -9.476
H -3.343 1.607 -3.328
H -4.032 3.100 -2.609
H -2.319 2.869 -2.884
H -1.823 2.251 -5.238
H -2.557 3.141 -6.430
H -4.679 1.525 -6.058
H -3.579 0.564 -5.091
H -3.864 -0.134 -7.360
H -1.658 -0.596 -6.249
H -1.077 0.794 -7.144
H -0.685 -1.532 -8.167
H -1.382 -0.366 -9.263
H -2.223 -2.508 -10.431
H -3.441 -3.513 -9.696
H -1.772 -3.598 -9.169
C 2.752 7.627 -5.338
O 3.320 6.361 -5.005
C 3.749 5.538 -6.129
C 4.432 4.261 -5.500
N 3.569 3.494 -4.628
C 4.164 2.333 -3.978
C 3.105 1.710 -3.031
O 2.981 2.598 -1.857
C 2.058 2.113 -0.912
H 3.395 8.260 -5.949
H 2.442 8.111 -4.412
H 1.807 7.504 -5.868
H 4.482 6.037 -6.762
H 2.904 5.279 -6.768
H 5.352 4.493 -4.962
H 4.727 3.565 -6.285
H 3.124 4.098 -3.952
H 5.031 2.616 -3.380
H 4.481 1.660 -4.775
H 3.315 0.732 -2.600
H 2.182 1.513 -3.576
H 2.157 1.040 -0.746
H 1.067 2.357 -1.294
H 2.174 2.655 0.026
C 0.584 -4.244 0.963
O 0.317 -5.572 1.404
C 1.580 -6.287 1.675
C 1.185 -7.805 1.794
N 0.584 -8.269 0.558
C 1.593 -8.598 -0.463
C 2.248 -9.982 -0.147
O 3.077 -10.257 -1.293
C 4.339 -10.832 -1.039
H 0.902 -3.583 1.769
H -0.368 -3.839 0.619
H 1.304 -4.171 0.149
H 1.903 -5.894 2.639
H 2.342 -6.005 0.949
H 0.326 -7.683 2.454
H 1.897 -8.497 2.243
H 0.126 -7.420 0.262
H 2.258 -7.738 -0.536
H 1.101 -8.589 -1.435
H 1.443 -10.702 0.000
H 2.634 -9.961 0.872
H 4.211 -11.831 -0.623
H 4.986 -10.202 -0.428
H 4.920 -10.828 -1.961
C 1.154 5.219 12.147
O 1.430 4.718 10.859
C 0.269 4.227 10.132
C 0.579 4.018 8.636
N 1.526 2.868 8.438
C 2.068 2.819 7.092
C 1.030 2.558 5.974
O 0.183 3.633 5.610
C -0.775 3.189 4.680
H 1.336 4.437 12.885
H 0.151 5.635 12.236
H 1.824 6.067 12.294
H -0.411 5.079 10.153
H -0.172 3.301 10.500
H 0.922 4.952 8.191
H -0.361 3.766 8.145
H 2.194 3.114 9.154
H 2.768 1.984 7.121
H 2.784 3.595 6.822
H 0.421 1.663 6.094
H 1.549 2.358 5.037
H -1.311 4.052 4.286
H -1.469 2.408 4.992
H -0.260 2.794 3.804
*
```


Question: The lowest electronic energy belongs to which entry?
Answer: C37H92N5O13Zn